[1]
Formula: C33H57BeN3O5Si
Source: the Open Molecules 2025 dataset
Level of theory: ωB97M-V/def2-TZVPD

```
! wB97M-V def2-TZVPD RIJCOSX def2/J DEFGRID3
* xyz 0 1
O -2.928 0.282 1.320
O -3.517 2.244 0.145
C -3.859 -0.713 0.779
C -3.849 -1.984 1.545
H -3.609 -0.879 -0.272
H -4.867 -0.262 0.739
H -2.861 -2.472 1.549
H -4.544 -2.712 1.071
H -4.179 -1.885 2.587
C -3.404 0.842 2.614
C -4.832 1.232 2.759
H -2.732 1.678 2.828
H -3.178 0.051 3.349
H -5.188 1.930 1.991
H -4.978 1.760 3.736
H -5.528 0.380 2.785
C -2.755 3.450 0.504
C -4.320 2.127 -1.066
C -3.551 4.305 1.398
H -2.465 3.929 -0.435
H -1.845 3.107 0.999
H -4.507 4.637 0.972
H -2.977 5.217 1.635
H -3.773 3.821 2.365
C -5.519 2.969 -0.957
H -4.568 1.067 -1.172
H -3.676 2.400 -1.904
H -6.101 2.783 -0.039
H -6.194 2.756 -1.807
H -5.291 4.040 -1.007
H -3.029 1.304 0.480
N 1.593 -2.156 -0.168
C 2.650 -2.186 -1.075
C 3.214 -1.103 -1.601
C 3.140 0.329 -1.233
C 3.127 -3.513 -1.556
H 2.398 -4.003 -2.226
H 3.391 -4.229 -0.770
H 4.059 -3.393 -2.162
C 3.896 1.292 -2.065
H 4.678 1.788 -1.461
H 3.207 2.083 -2.424
H 4.391 0.875 -2.953
N 2.421 0.740 -0.214
C 1.112 -3.384 0.389
C 0.026 -4.006 -0.281
C -0.626 -3.505 -1.509
C -0.449 -5.215 0.245
H -1.300 -5.714 -0.245
C 0.123 -5.812 1.348
H -0.263 -6.754 1.739
C 1.231 -5.198 1.945
H 1.696 -5.706 2.806
C 1.749 -4.000 1.461
C 2.950 -3.525 2.098
C 2.928 1.747 0.625
C 2.473 3.109 0.553
C 1.480 3.528 -0.463
C 2.995 4.047 1.427
H 2.642 5.088 1.368
C 3.954 3.717 2.372
H 4.349 4.481 3.052
C 4.428 2.413 2.443
H 5.204 2.163 3.178
C 3.957 1.413 1.603
C 4.658 0.187 1.635
Be 0.911 -0.404 0.470
H -1.680 -3.203 -1.318
H -0.680 -4.295 -2.286
H -0.119 -2.651 -1.982
H 3.670 -3.058 1.416
H 3.582 -4.288 2.583
H 2.725 -2.826 2.949
H 0.813 4.321 -0.068
H 0.825 2.718 -0.797
H 1.975 3.952 -1.366
H 3.757 -0.688 1.611
H 5.113 -0.102 2.575
H 5.180 -0.171 0.807
H 3.851 -1.286 -2.473
C -0.496 0.058 -0.996
Si -0.378 0.288 -2.845
H -0.731 -0.976 -0.610
H -0.438 0.942 -0.315
C -1.926 -0.399 -3.647
C 0.984 -0.615 -3.769
C -0.167 2.087 -3.320
H -0.814 2.747 -2.725
H -0.412 2.256 -4.385
H 0.870 2.419 -3.172
H -2.175 -1.386 -3.233
H -1.794 -0.519 -4.734
H -2.797 0.255 -3.500
H 1.141 -1.645 -3.414
H 1.940 -0.077 -3.706
H 0.743 -0.686 -4.843
O 4.798 -2.032 2.434
N 3.446 -1.565 2.422
O 3.166 -1.065 3.407
O 2.262 -1.107 1.456
*
```

For the energy above the lowest of the compared OMol25 structures with the same formula, charge and spin, the calculation gives 367.4 kcal/mol. For the HOMO-LUMO gap (spin up / spin down), the calculation gives 0.2009 / 0.2009 Ha. The calculation puts the molecular weight at 612.9 g/mol. For the LUMO energy (spin up / spin down), the calculation gives -0.29 / -0.29 eV.

Results of the Löwdin charge analysis, in e, for atoms 1 through 5:
1. O -0.163
2. O -0.139
3. C -0.243
4. C -0.057
5. H 0.121


[2]
Formula: C33H57FN2O2SiTb
Source: the Open Molecules 2025 dataset
Level of theory: ωB97M-V/def2-TZVPD

```
! wB97M-V def2-TZVPD RIJCOSX def2/J DEFGRID3
* xyz 1 7
O 0.829 -2.252 -1.249
O -1.059 -1.471 -4.932
C 1.992 -2.433 -2.189
C 3.082 -3.296 -1.582
H 2.318 -1.380 -2.370
H 1.584 -2.879 -3.116
H 3.351 -2.963 -0.565
H 3.958 -3.196 -2.250
H 2.730 -4.330 -1.563
C -0.098 -3.413 -1.203
C -0.093 -4.356 -2.409
H -1.084 -2.931 -1.105
H 0.073 -3.935 -0.265
H -0.374 -3.806 -3.342
H -0.867 -5.108 -2.246
H 0.872 -4.838 -2.546
C -2.479 -1.633 -4.531
C -0.668 -1.205 -6.355
C -2.930 -3.046 -4.801
H -3.044 -0.890 -5.084
H -2.602 -1.425 -3.421
H -2.848 -3.291 -5.859
H -3.982 -3.101 -4.541
H -2.411 -3.794 -4.203
C -1.346 -2.143 -7.291
H 0.420 -1.318 -6.375
H -0.902 -0.129 -6.563
H -1.127 -3.183 -7.038
H -0.939 -1.945 -8.278
H -2.417 -1.981 -7.358
H -0.643 -0.098 -4.433
N 1.664 0.872 0.797
C 1.543 2.132 1.263
C 0.385 2.904 1.085
C -0.922 2.512 0.782
C 2.711 2.749 1.971
H 3.622 2.716 1.361
H 2.893 2.244 2.932
H 2.446 3.787 2.180
C -1.983 3.564 0.913
H -2.521 3.453 1.855
H -2.703 3.520 0.101
H -1.512 4.547 0.915
N -1.288 1.237 0.601
C 2.834 0.096 1.119
C 3.899 0.023 0.189
C 3.880 0.764 -1.108
C 5.011 -0.736 0.544
H 5.842 -0.819 -0.172
C 5.074 -1.395 1.771
H 5.962 -1.989 2.006
C 4.008 -1.332 2.648
H 4.056 -1.850 3.607
C 2.864 -0.610 2.348
C 1.675 -0.592 3.280
C -2.614 0.847 0.978
C -3.604 0.629 -0.005
C -3.346 0.922 -1.444
C -4.835 0.144 0.409
H -5.586 -0.078 -0.362
C -5.135 -0.067 1.741
H -6.102 -0.467 2.041
C -4.153 0.155 2.718
H -4.348 -0.043 3.764
C -2.891 0.610 2.346
C -1.831 0.811 3.383
Tb 0.140 -0.570 -0.021
H 3.257 0.250 -1.851
H 4.903 0.785 -1.520
H 3.537 1.797 -1.048
H 1.351 0.431 3.573
H 1.951 -1.125 4.202
H 0.817 -1.133 2.834
H -4.174 0.506 -2.036
H -2.426 0.439 -1.800
H -3.241 1.990 -1.691
H -0.946 0.192 3.148
H -2.208 0.477 4.359
H -1.508 1.856 3.495
H 0.520 3.969 1.334
C -0.135 0.434 -3.664
Si 0.205 2.339 -3.721
H 0.763 -0.092 -3.211
H -0.848 0.319 -2.814
C 1.541 2.633 -4.986
C 0.826 3.492 -2.273
C -1.432 3.102 -4.205
H -2.057 2.310 -4.648
H -1.225 3.866 -4.980
H -2.008 3.571 -3.391
H 2.518 2.271 -4.576
H 1.656 3.665 -5.351
H 1.244 1.964 -5.814
H 1.662 3.096 -1.681
H 0.024 3.749 -1.565
H 1.173 4.437 -2.741
F -0.510 -1.826 1.421
*
```

For the energy above the lowest of the compared OMol25 structures with the same formula, charge and spin, the calculation gives 0.0 kcal/mol. For the HOMO-LUMO gap (spin up / spin down), the calculation gives 0.2900 / 0.3020 Ha. The calculation puts the molecular weight at 719.8 g/mol. For the LUMO energy (spin up / spin down), the calculation gives -2.66 / -2.35 eV.

Results of the Löwdin charge analysis, in e, for atoms 1 through 5:
1. O -0.418
2. O -0.294
3. C -0.193
4. C -0.036
5. H 0.089


[3]
Formula: C33H57FeN4OP2S
Source: the Open Molecules 2025 dataset
Level of theory: ωB97M-V/def2-TZVPD

```
! wB97M-V def2-TZVPD RIJCOSX def2/J DEFGRID3
* xyz 1 5
C 2.286 -1.421 -1.172
C 1.536 0.641 -2.143
C 3.323 -1.535 -2.117
C 2.438 0.417 -3.238
C 3.313 -0.664 -3.203
H 4.077 -2.317 -1.972
H 2.429 1.065 -4.113
H 4.085 -0.803 -4.003
N 1.441 -0.378 -1.178
P 0.430 -2.528 0.583
P 0.084 2.141 -0.341
C 2.154 -2.503 -0.091
H 2.421 -3.494 -0.477
H 2.834 -2.309 0.742
C -1.175 -0.205 1.513
O -2.071 -0.354 2.272
C 0.554 1.681 -2.022
H 0.463 2.430 -2.821
C -1.608 3.052 -0.358
C 1.507 3.377 -0.084
C -0.530 -3.626 -0.664
C 0.665 -3.466 2.218
C -2.741 2.148 0.165
H -2.625 1.920 1.229
H -3.692 2.689 0.036
H -2.838 1.213 -0.390
C -1.600 4.311 0.519
H -1.337 4.059 1.555
H -0.925 5.085 0.134
H -2.616 4.737 0.531
C -1.879 3.370 -1.807
H -2.813 3.960 -1.884
H -1.093 3.977 -2.281
H -1.993 2.425 -2.361
C 1.388 4.036 1.284
H 1.077 3.307 2.052
H 2.384 4.432 1.572
H 0.672 4.871 1.300
C 2.802 2.562 -0.128
H 2.765 1.697 0.566
H 3.025 2.190 -1.144
H 3.649 3.221 0.153
C 1.488 4.422 -1.229
H 1.371 3.962 -2.258
H 0.660 5.201 -1.087
H 2.519 4.901 -1.220
C -0.734 -3.714 2.809
H -0.614 -4.109 3.830
H -1.328 -2.788 2.871
H -1.310 -4.456 2.238
C 1.492 -2.610 3.192
H 2.522 -2.467 2.841
H 1.057 -1.616 3.355
H 1.534 -3.128 4.163
C 1.453 -4.772 2.060
H 2.369 -4.631 1.465
H 1.762 -5.100 3.068
H 0.872 -5.595 1.632
C -0.066 -3.295 -2.111
H 0.958 -3.638 -2.282
H -0.711 -3.853 -2.799
H -0.112 -2.233 -2.367
C -2.042 -3.424 -0.495
H -2.388 -2.432 -0.812
H -2.575 -4.157 -1.132
H -2.381 -3.560 0.552
C -0.233 -5.103 -0.456
H 0.847 -5.331 -0.507
H -0.661 -5.489 0.479
H -0.722 -5.666 -1.277
Fe 0.105 -0.142 0.306
N -1.409 -0.459 -1.263
C -1.585 0.075 -2.283
C -2.127 0.097 -3.725
C -1.390 1.181 -4.531
C -1.699 -1.252 -4.344
C -3.664 0.338 -3.698
H -1.532 2.177 -4.088
H -0.302 0.971 -4.494
H -1.729 1.224 -5.598
H -2.035 -2.118 -3.749
H -2.003 -1.454 -5.399
H -0.593 -1.251 -4.332
H -4.042 0.989 -4.525
H -4.227 -0.624 -3.689
H -3.943 0.879 -2.769
C -0.413 -0.244 5.210
N 0.153 1.079 5.035
C 0.039 2.083 6.005
C 0.777 3.122 5.561
N 1.328 2.777 4.352
C 0.921 1.512 3.987
S 1.386 0.673 2.597
H -0.902 -0.554 4.276
H 0.367 -0.971 5.485
H -1.155 -0.197 6.007
H -0.547 1.920 6.882
H 0.967 4.104 6.029
H 1.961 3.333 3.806
*
```

For the energy above the lowest of the compared OMol25 structures with the same formula, charge and spin, the calculation gives 0.0 kcal/mol. For the HOMO-LUMO gap (spin up / spin down), the calculation gives 0.2378 / 0.1911 Ha. The calculation puts the molecular weight at 675.7 g/mol. For the LUMO energy (spin up / spin down), the calculation gives -1.73 / -4.09 eV.

Results of the Löwdin charge analysis, in e, for atoms 1 through 5:
1. C -0.304
2. C -0.311
3. C -0.011
4. C -0.011
5. C -0.052


[4]
Formula: C33H57IN2O2SiTl
Source: the Open Molecules 2025 dataset
Level of theory: ωB97M-V/def2-TZVPD

```
! wB97M-V def2-TZVPD RIJCOSX def2/J DEFGRID3
* xyz 1 1
O -1.610 3.530 1.168
O -3.356 4.573 -1.163
C -1.634 3.331 2.574
C -0.420 2.726 3.266
H -2.495 2.662 2.745
H -1.848 4.327 2.999
H -0.249 1.669 3.017
H -0.650 2.749 4.335
H 0.496 3.308 3.118
C -0.334 3.649 0.518
C -0.053 5.104 0.208
H -0.390 3.040 -0.405
H 0.465 3.211 1.143
H -0.817 5.503 -0.471
H 0.936 5.213 -0.251
H -0.076 5.675 1.145
C -3.623 4.673 -2.580
C -3.995 5.593 -0.373
C -2.333 4.837 -3.354
H -4.300 5.529 -2.787
H -4.120 3.737 -2.894
H -1.812 5.762 -3.084
H -2.565 4.881 -4.421
H -1.676 3.978 -3.185
C -3.406 6.973 -0.619
H -3.833 5.270 0.665
H -5.082 5.600 -0.596
H -2.322 6.965 -0.458
H -3.857 7.665 0.097
H -3.636 7.338 -1.626
H -3.094 2.864 -0.433
N 1.884 -1.089 -0.015
C 2.524 -2.053 -0.632
C 2.087 -2.639 -1.835
C 1.027 -2.207 -2.664
C 3.820 -2.621 -0.087
H 3.825 -2.617 1.010
H 4.693 -2.055 -0.443
H 3.918 -3.651 -0.441
C 0.772 -3.064 -3.893
H 0.489 -2.462 -4.768
H -0.020 -3.802 -3.697
H 1.693 -3.609 -4.126
N 0.310 -1.146 -2.409
C 2.477 -0.174 0.845
C 2.113 -0.161 2.219
C 1.165 -1.176 2.771
C 2.687 0.778 3.068
H 2.412 0.771 4.126
C 3.597 1.722 2.585
H 4.035 2.449 3.269
C 3.961 1.715 1.235
H 4.683 2.446 0.855
C 3.400 0.800 0.352
C 3.821 0.795 -1.091
C -0.716 -0.572 -3.150
C -2.028 -1.129 -3.184
C -2.353 -2.407 -2.476
C -3.041 -0.468 -3.873
H -4.026 -0.932 -3.903
C -2.794 0.763 -4.493
H -3.589 1.263 -5.041
C -1.519 1.337 -4.417
H -1.311 2.290 -4.906
C -0.486 0.703 -3.739
C 0.851 1.359 -3.585
Tl -1.330 -0.566 0.185
H 0.204 -0.722 3.050
H 1.582 -1.619 3.685
H 0.960 -1.983 2.064
H 2.974 0.617 -1.766
H 4.583 0.026 -1.301
H 4.264 1.765 -1.358
H -3.332 -2.779 -2.807
H -2.451 -2.274 -1.387
H -1.601 -3.182 -2.654
H 1.678 0.672 -3.800
H 1.007 1.746 -2.567
H 0.941 2.210 -4.270
H 2.688 -3.454 -2.211
C -3.492 1.801 -0.428
Si -5.401 1.697 -0.362
H -3.127 1.289 -1.323
H -3.095 1.336 0.488
C -5.935 2.435 1.281
C -5.956 -0.101 -0.481
C -6.318 2.606 -1.738
H -7.393 2.687 -1.508
H -6.231 2.062 -2.691
H -5.942 3.627 -1.897
H -5.461 1.895 2.115
H -7.029 2.376 1.401
H -5.644 3.495 1.343
H -5.366 -0.742 0.190
H -5.853 -0.481 -1.510
H -7.018 -0.204 -0.198
I -2.886 -0.136 2.883
*
```

For the energy above the lowest of the compared OMol25 structures with the same formula, charge and spin, the calculation gives 30.3 kcal/mol. For the HOMO-LUMO gap (spin up / spin down), the calculation gives 0.1182 / 0.1245 Ha. The calculation puts the molecular weight at 873.2 g/mol. For the LUMO energy (spin up / spin down), the calculation gives -6.98 / -6.89 eV.

Results of the Löwdin charge analysis, in e, for atoms 1 through 5:
1. O -0.209
2. O -0.244
3. C -0.285
4. C -0.109
5. H 0.027